Entry 1:
A molecular structure, C57H43IN4NiP2Se, computed with ωB97M-V/def2-TZVPD.

Properties
orbital gap (spin up / spin down)	5.041 / 5.039	eV
relative energy (zero: lowest compared OMol25 entry of this formula, charge and spin)	54.07	kJ/mol
E_LUMO (spin up / spin down)	-0.029 / -0.029	Eh
HOMO (spin up / spin down)	-5.84 / -5.84	eV
M	1110.5	u
strongest force on any atom	1.5	eV Å⁻¹

CARTESIAN COORDINATES (ANGSTROEM)
Ni (-0.31, 0.31, 0.12)
C (-2.58, -2.08, 1.25)
N (-3.63, -1.19, 0.80)
C (-3.56, -0.88, -0.60)
P (-2.33, 0.46, -0.98)
C (-2.19, 0.20, -2.79)
C (-2.29, 1.26, -3.70)
C (-2.09, 1.04, -5.05)
C (-1.80, -0.23, -5.53)
C (-1.68, -1.28, -4.63)
C (-1.85, -1.06, -3.27)
C (-3.38, 1.96, -0.91)
C (-2.98, 3.02, -0.10)
C (-3.73, 4.19, -0.02)
C (-4.90, 4.30, -0.76)
C (-5.31, 3.25, -1.57)
C (-4.56, 2.09, -1.65)
C (-4.70, -0.81, 1.60)
C (-5.75, -0.02, 1.11)
C (-6.85, 0.29, 1.89)
C (-6.95, -0.15, 3.20)
C (-5.89, -0.88, 3.72)
C (-4.79, -1.20, 2.95)
P (-0.90, -1.27, 1.50)
C (-1.08, -0.69, 3.23)
C (-1.99, 0.34, 3.44)
C (-2.17, 0.87, 4.71)
C (-1.42, 0.39, 5.78)
C (-0.48, -0.60, 5.56)
C (-0.30, -1.14, 4.29)
C (0.06, -2.83, 1.64)
C (-0.30, -3.89, 2.47)
C (0.44, -5.07, 2.46)
C (1.54, -5.20, 1.63)
C (1.92, -4.14, 0.81)
C (1.18, -2.96, 0.82)
H (-2.41, -2.85, 0.49)
H (-2.88, -2.58, 2.16)
H (-4.54, -0.61, -1.00)
H (-3.24, -1.77, -1.14)
H (-2.52, 2.25, -3.34)
H (-2.15, 1.88, -5.74)
H (-1.66, -0.40, -6.59)
H (-1.43, -2.27, -4.99)
H (-1.70, -1.89, -2.58)
H (-2.07, 2.91, 0.49)
H (-3.40, 5.00, 0.61)
H (-5.49, 5.21, -0.70)
H (-6.23, 3.34, -2.15)
H (-4.89, 1.29, -2.29)
H (-5.72, 0.39, 0.11)
H (-7.64, 0.89, 1.46)
H (-7.82, 0.08, 3.80)
H (-5.92, -1.20, 4.76)
H (-3.98, -1.74, 3.43)
H (-2.57, 0.72, 2.61)
H (-2.90, 1.66, 4.87)
H (-1.56, 0.80, 6.77)
H (0.13, -0.96, 6.38)
H (0.45, -1.89, 4.13)
H (-1.15, -3.80, 3.13)
H (0.15, -5.89, 3.10)
H (2.12, -6.12, 1.62)
H (2.79, -4.23, 0.18)
H (1.46, -2.13, 0.19)
I (0.57, 2.17, 1.84)
C (2.17, 3.04, 0.73)
C (2.16, 4.40, 0.65)
C (3.00, 5.05, -0.28)
C (3.77, 4.31, -1.13)
C (3.82, 2.90, -1.02)
C (4.60, 2.14, -1.93)
C (4.63, 0.78, -1.85)
C (4.00, 0.12, -0.78)
C (3.28, 0.83, 0.16)
C (3.08, 2.24, -0.01)
H (1.47, 4.98, 1.24)
H (2.99, 6.13, -0.34)
H (4.34, 4.80, -1.91)
H (5.17, 2.66, -2.69)
H (5.18, 0.19, -2.58)
H (4.11, -0.95, -0.65)
Se (0.36, 2.77, -2.01)
N (0.60, 1.04, -1.57)
C (1.15, 0.46, -2.63)
C (1.52, -0.91, -2.70)
C (2.12, -1.38, -3.83)
C (2.39, -0.52, -4.93)
C (2.04, 0.80, -4.92)
C (1.41, 1.33, -3.76)
N (1.05, 2.59, -3.62)
H (1.29, -1.56, -1.86)
H (2.42, -2.42, -3.88)
H (2.89, -0.92, -5.81)
H (2.25, 1.45, -5.75)
N (4.76, -2.95, 8.52)
C (4.39, -2.52, 7.52)
C (3.95, -1.96, 6.27)
C (4.16, -0.61, 6.01)
C (3.79, -0.08, 4.79)
C (3.24, -0.90, 3.80)
C (3.01, -2.25, 4.08)
C (3.36, -2.77, 5.31)
C (3.03, -0.34, 2.50)
C (3.00, 0.19, 1.41)
H (4.62, 0.01, 6.76)
H (3.94, 0.97, 4.58)
H (2.57, -2.88, 3.33)
H (3.19, -3.82, 5.52)

Results of the Mulliken charge analysis, in e, for atoms 1 through 5: -0.036, -2.345, 0.710, -2.412, 2.368

=====

Entry 2:
A molecular structure, C57H45N4O2PS7W, computed with ωB97M-V/def2-TZVPD.

Properties
orbital gap (spin up / spin down)	6.039 / 6.242	eV
total charge	+2
E_LUMO (spin up / spin down)	-0.192 / -0.186	Eh
multiplicity	3
HOMO (spin up / spin down)	-11.25 / -11.29	eV
M	1257.3	u
strongest force on any atom	2.0	eV Å⁻¹

CARTESIAN COORDINATES (ANGSTROEM)
W (-1.72, -0.33, -0.11)
O (-4.34, -5.92, 3.01)
C (-3.92, -4.94, 2.48)
S (-3.19, -3.57, 3.36)
C (-2.85, -2.59, 1.95)
C (-3.18, -3.10, 0.74)
S (-2.95, -2.25, -0.75)
S (-3.94, -4.68, 0.71)
S (-2.11, -1.04, 2.17)
N (-0.45, 1.22, 0.36)
S (0.88, 1.61, 0.83)
N (1.97, 0.45, 1.26)
S (3.05, -0.36, 0.51)
N (2.62, -1.30, -0.66)
S (1.20, -2.15, -0.56)
N (-0.01, -1.32, -0.68)
C (1.40, -3.28, -1.92)
C (0.32, -4.12, -2.15)
C (0.43, -5.07, -3.15)
C (1.60, -5.16, -3.90)
C (2.66, -4.30, -3.66)
C (2.57, -3.35, -2.65)
C (1.36, -3.23, 0.87)
C (0.66, -2.91, 2.02)
C (0.77, -3.74, 3.12)
C (1.59, -4.85, 3.07)
C (2.30, -5.15, 1.91)
C (2.18, -4.34, 0.79)
C (4.42, 0.56, -0.17)
C (4.93, 0.26, -1.42)
C (6.08, 0.92, -1.84)
C (6.68, 1.87, -1.02)
C (6.14, 2.17, 0.22)
C (5.01, 1.50, 0.66)
C (3.89, -1.26, 1.79)
C (3.54, -1.13, 3.13)
C (4.26, -1.84, 4.07)
C (5.31, -2.66, 3.68)
C (5.65, -2.77, 2.34)
C (4.94, -2.07, 1.38)
C (1.69, 2.63, -0.39)
C (2.26, 3.86, -0.10)
C (2.87, 4.57, -1.12)
C (2.90, 4.05, -2.41)
C (2.31, 2.82, -2.69)
C (1.71, 2.10, -1.67)
C (0.82, 2.53, 2.35)
C (-0.39, 3.12, 2.66)
C (-0.51, 3.82, 3.86)
C (0.58, 3.90, 4.72)
C (1.78, 3.29, 4.40)
C (1.91, 2.60, 3.21)
H (-0.59, -4.03, -1.56)
H (-0.40, -5.75, -3.34)
H (1.67, -5.91, -4.68)
H (3.56, -4.37, -4.25)
H (3.38, -2.68, -2.44)
H (0.04, -2.03, 2.03)
H (0.20, -3.51, 4.01)
H (1.69, -5.49, 3.94)
H (2.94, -6.02, 1.88)
H (2.70, -4.59, -0.12)
H (4.44, -0.48, -2.04)
H (6.51, 0.68, -2.80)
H (7.58, 2.37, -1.35)
H (6.61, 2.90, 0.86)
H (4.59, 1.70, 1.64)
H (2.72, -0.48, 3.40)
H (4.00, -1.75, 5.12)
H (5.87, -3.21, 4.42)
H (6.48, -3.40, 2.04)
H (5.19, -2.14, 0.33)
H (2.21, 4.27, 0.90)
H (3.33, 5.52, -0.91)
H (3.38, 4.60, -3.20)
H (2.32, 2.43, -3.70)
H (1.26, 1.13, -1.85)
H (-1.22, 3.01, 1.98)
H (-1.45, 4.29, 4.12)
H (0.48, 4.44, 5.65)
H (2.62, 3.34, 5.08)
H (2.83, 2.09, 2.95)
O (-3.35, 0.97, 0.45)
P (-4.16, 1.44, -0.77)
C (-2.92, 2.05, -1.94)
C (-2.91, 3.36, -2.41)
C (-1.91, 3.76, -3.29)
C (-0.93, 2.86, -3.69)
C (-0.94, 1.55, -3.21)
C (-1.92, 1.15, -2.33)
C (-5.04, 0.10, -1.58)
C (-5.87, -0.69, -0.78)
C (-6.59, -1.72, -1.35)
C (-6.49, -1.96, -2.71)
C (-5.68, -1.17, -3.51)
C (-4.96, -0.13, -2.95)
C (-5.36, 2.64, -0.21)
C (-6.70, 2.56, -0.59)
C (-7.62, 3.42, -0.02)
C (-7.21, 4.35, 0.92)
C (-5.88, 4.44, 1.29)
C (-4.95, 3.58, 0.74)
H (-3.68, 4.04, -2.11)
H (-1.90, 4.77, -3.67)
H (-0.17, 3.16, -4.40)
H (-0.20, 0.84, -3.55)
H (-2.01, 0.06, -2.08)
H (-5.92, -0.49, 0.29)
H (-7.22, -2.34, -0.73)
H (-7.06, -2.77, -3.16)
H (-5.62, -1.35, -4.58)
H (-4.34, 0.50, -3.57)
H (-7.02, 1.83, -1.33)
H (-8.66, 3.36, -0.31)
H (-7.94, 5.02, 1.37)
H (-5.56, 5.18, 2.02)
H (-3.91, 3.61, 1.04)

Results of the Mulliken charge analysis, in e, for atoms 1 through 5: 0.464, -0.524, 0.589, -0.078, 0.324